Computed, not measured: a cluster of 10 separate species, C41H77NO9 in total in a non-equilibrium geometry, with the ωB97M-V functional and the def2-TZVPD basis.

The HOMO-LUMO gap comes out at 9.88 eV. For the molar mass, the calculation gives 728.06 u. For the HOMO energy, the calculation gives -9.3 eV. As for the multiplicity: 1. The charge is 0. As for the SMILES: c1ccncc1.C1CCOC1.C1CCOC1.C1CCOC1.C1CCOC1.C1CCOC1.C1CCOC1.C1CCOC1.C1CCOC1.C1CCOC1. Its energy relative to the best compared isomer or geometry (same formula, charge and spin) is 64.8 kJ/mol.

Geometry (Å):
C  1.684  -0.039  0.314
C  0.770  0.859  -0.211
C  -0.504  0.399  -0.544
N  -0.912  -0.836  -0.354
C  -0.017  -1.697  0.154
C  1.286  -1.357  0.506
H  2.692  0.286  0.555
H  1.048  1.867  -0.505
H  -1.176  1.092  -1.051
H  -0.354  -2.731  0.191
H  1.973  -2.118  0.860
C  6.059  -2.191  -1.049
C  4.924  -2.438  -2.023
C  4.246  -3.641  -1.371
O  4.329  -3.352  0.023
C  5.328  -2.352  0.278
H  6.525  -1.211  -1.185
H  6.872  -2.918  -1.126
H  5.268  -2.628  -3.039
H  4.268  -1.564  -2.016
H  4.796  -4.551  -1.641
H  3.212  -3.802  -1.670
H  5.983  -2.696  1.079
H  4.825  -1.422  0.575
C  0.304  1.514  -5.350
C  0.462  1.075  -3.881
C  1.348  -0.175  -4.016
O  2.073  -0.053  -5.225
C  1.171  0.514  -6.147
H  0.662  2.531  -5.510
H  -0.735  1.500  -5.690
H  -0.507  0.764  -3.483
H  0.860  1.872  -3.256
H  0.687  -1.062  -4.043
H  2.031  -0.395  -3.192
H  0.645  -0.289  -6.678
H  1.725  1.039  -6.930
C  -3.546  -4.364  1.356
C  -3.758  -5.859  1.272
C  -4.834  -6.090  2.348
O  -4.801  -4.963  3.221
C  -3.688  -4.147  2.852
H  -4.323  -3.772  0.867
H  -2.576  -4.058  0.962
H  -2.835  -6.382  1.507
H  -4.157  -6.204  0.319
H  -4.653  -7.025  2.890
H  -5.835  -6.146  1.913
H  -2.822  -4.538  3.410
H  -3.879  -3.127  3.123
C  5.672  1.130  -2.772
C  4.602  1.528  -1.779
C  4.355  3.017  -2.206
O  4.949  3.195  -3.478
C  5.206  1.885  -4.002
H  5.699  0.051  -2.957
H  6.662  1.448  -2.447
H  4.872  1.399  -0.733
H  3.705  0.942  -2.002
H  4.833  3.699  -1.498
H  3.274  3.208  -2.161
H  5.957  1.876  -4.791
H  4.274  1.488  -4.428
C  -4.921  2.767  -3.254
C  -3.731  3.250  -4.083
C  -2.629  3.296  -3.018
O  -2.859  2.173  -2.201
C  -4.251  1.843  -2.225
H  -5.705  2.214  -3.774
H  -5.387  3.636  -2.782
H  -3.931  4.185  -4.608
H  -3.495  2.524  -4.870
H  -2.587  4.228  -2.440
H  -1.671  3.230  -3.549
H  -4.759  1.931  -1.261
H  -4.339  0.794  -2.521
C  -5.182  1.741  2.746
C  -3.936  0.881  2.927
C  -3.684  0.483  1.453
O  -4.953  0.409  0.810
C  -5.960  0.951  1.675
H  -4.891  2.702  2.305
H  -5.759  1.952  3.648
H  -4.092  0.032  3.585
H  -3.084  1.453  3.301
H  -3.051  -0.397  1.305
H  -3.080  1.268  0.958
H  -6.522  0.121  2.120
H  -6.641  1.661  1.199
C  1.346  -5.527  2.752
C  2.369  -5.913  1.666
C  1.678  -5.547  0.353
O  0.291  -5.783  0.620
C  0.002  -5.586  2.009
H  1.546  -4.502  3.089
H  1.379  -6.152  3.641
H  2.502  -7.000  1.662
H  3.353  -5.459  1.760
H  1.947  -6.264  -0.419
H  1.845  -4.509  0.064
H  -0.568  -6.477  2.284
H  -0.588  -4.673  2.128
C  1.227  1.677  4.518
C  0.722  2.881  5.327
C  1.434  4.086  4.638
O  1.942  3.623  3.414
C  2.320  2.262  3.597
H  0.426  1.343  3.853
H  1.531  0.825  5.124
H  0.988  2.877  6.380
H  -0.348  3.025  5.186
H  2.294  4.417  5.241
H  0.796  4.953  4.491
H  3.336  2.147  3.995
H  2.230  1.801  2.613
C  -1.287  3.679  1.754
C  -1.922  4.907  2.426
C  -1.754  5.990  1.355
O  -1.638  5.297  0.081
C  -1.577  3.900  0.261
H  -1.656  2.745  2.180
H  -0.210  3.733  1.942
H  -1.388  5.112  3.355
H  -2.976  4.754  2.666
H  -0.856  6.603  1.468
H  -2.646  6.618  1.291
H  -0.726  3.471  -0.281
H  -2.469  3.353  -0.061

These are the Löwdin partial charges, in e, on atoms 1 to 8:
1 C -0.09
2 C -0.07
3 C -0.17
4 N 0.08
5 C -0.13
6 C -0.06
7 H 0.09
8 H 0.10